118
Properties=species:S:1:pos:R:3 method="wB97M-V/def2-TZVPD" total_energy_ha=-5514.36166 relative_energy_kcal_mol=0.00 e_lumo_ev=-1.376
C -1.6164 3.5998 0.9835
C -0.1272 3.6670 0.7836
Cl 0.6496 4.9025 1.7417
C 0.5719 2.8959 -0.0342
Cl -0.3433 1.7600 -0.9826
C 2.1025 2.9567 -0.1966
C 2.9580 2.8217 1.0470
C 2.8591 1.3265 1.4882
N 4.1117 0.7066 1.8382
C 1.7958 1.2514 2.5742
C 1.5917 -0.1988 3.1090
C 0.2189 -0.7132 2.6473
C 0.1467 -2.2357 2.6221
O 0.7120 -2.8464 1.7541
O -0.5820 -2.8840 3.5807
C 2.4546 0.7472 0.0951
O 2.1716 -0.3943 -0.1287
O 2.4322 1.7175 -0.8652
H -2.1468 4.2152 0.2630
H -1.7953 3.9213 2.0066
H -1.9533 2.5706 0.9444
H 2.3666 3.7686 -0.8657
H 3.9872 3.0354 0.7514
H 2.7919 3.4999 1.8741
H 4.4767 1.0583 2.7110
H 4.7883 0.7984 1.0965
H 1.9921 1.9512 3.3826
H 0.8454 1.5378 2.1320
H 1.5138 -0.1015 4.1891
H 2.3912 -0.8591 2.8000
H -0.0438 -0.3701 1.6487
H -0.5781 -0.3614 3.3078
H -1.4544 -2.4772 3.5885
C 2.9093 -9.0006 5.0373
O 2.1382 -7.8121 5.3083
P 0.7952 -7.4599 4.4137
O 0.1176 -6.4889 5.3134
O 0.2079 -8.9706 4.4941
C -0.5928 -9.3268 5.6135
O 0.0391 -7.2386 2.9745
C 0.0337 -5.8949 2.4468
H 3.9670 -8.7501 5.0901
H 2.6871 -9.7471 5.7979
H 2.6983 -9.4024 4.0499
H -0.4670 -8.6340 6.4451
H -0.2909 -10.3223 5.9425
H -1.6399 -9.3540 5.3112
H 0.9932 -5.4052 2.5855
H -0.7445 -5.3159 2.9321
H -0.1796 -5.9536 1.3813
C 2.8584 -14.8140 6.2478
O 3.5287 -13.5422 6.1884
P 5.1888 -13.4534 6.0582
O 5.2512 -12.0466 5.5453
O 5.1921 -14.5670 4.8759
C 4.8794 -14.1517 3.5498
O 6.8155 -13.7524 6.2119
C 7.5579 -12.8600 7.0559
H 2.0740 -14.7576 7.0012
H 2.4042 -15.0106 5.2773
H 3.5333 -15.6249 6.5081
H 4.3716 -13.1879 3.5309
H 4.2210 -14.8998 3.1071
H 5.7985 -14.0968 2.9672
H 7.0094 -12.6124 7.9629
H 7.7881 -11.9488 6.5072
H 8.4874 -13.3554 7.3300
C -1.5397 8.4938 -4.0282
O -1.9408 7.9093 -2.7724
P -3.4916 7.3769 -2.5677
O -3.3069 6.4575 -1.4115
O -3.5423 6.5924 -3.9819
C -3.0545 5.2468 -4.0388
O -5.1221 7.5912 -2.6204
C -5.7440 8.0812 -1.4201
H -0.9155 9.3619 -3.8206
H -0.9540 7.7598 -4.5799
H -2.3903 8.8135 -4.6243
H -2.4178 5.0057 -3.1888
H -2.4697 5.1394 -4.9520
H -3.9009 4.5606 -4.0736
H -5.1534 8.8660 -0.9516
H -5.8825 7.2587 -0.7212
H -6.7179 8.4861 -1.6898
C 4.3244 9.3888 -4.8074
O 4.4002 8.7002 -3.5462
P 3.2674 7.5688 -3.1338
O 3.9925 6.8468 -2.0545
O 3.3042 6.8368 -4.5770
C 4.2818 5.8230 -4.8019
O 1.7106 7.0848 -2.9244
C 1.1416 7.2944 -1.6174
H 4.5560 10.4399 -4.6423
H 5.0687 8.9630 -5.4792
H 3.3383 9.3164 -5.2591
H 5.0948 5.8698 -4.0783
H 4.6963 5.9685 -5.7997
H 3.8012 4.8463 -4.7551
H 1.4254 8.2650 -1.2139
H 1.4678 6.5044 -0.9433
H 0.0591 7.2504 -1.7064
C -7.4438 4.4267 -8.8925
O -6.9926 3.9670 -7.6060
P -7.6127 4.6127 -6.2151
O -7.2305 3.5582 -5.2389
O -9.1459 4.5353 -6.7282
C -9.8696 3.3240 -6.5277
O -7.9915 5.8921 -5.2561
C -6.9767 6.3045 -4.3223
H -6.5796 4.5243 -9.5479
H -8.1213 3.6817 -9.3080
H -7.9470 5.3885 -8.8344
H -9.2101 2.4806 -6.3263
H -10.4349 3.1136 -7.4361
H -10.5642 3.4557 -5.6988
H -5.9861 6.2822 -4.7686
H -7.0016 5.6544 -3.4491
H -7.1984 7.3216 -4.0106